Molecular formula: C44H44As2BrClNO10PtSi
Method: DFT, the ωB97M-V functional and the def2-TZVPD basis

The total energy comes out at -283660.352 eV. As for the spin multiplicity: 5. As for the total charge: +1. For the molecular weight, the calculation gives 1235.2 g/mol. The calculation puts the orbital gap (spin up / spin down) at 6.4 / 3.8 eV. The highest occupied orbital energy (spin up / spin down) is -9.901 / -9.995 eV.

Structure (XYZ):
```
105
Properties=species:S:1:pos:R:3:forces:R:3:lowdin_charge:R:1
Pt -0.4830 -2.2360 -0.5585 1.446 1.654 -1.354 1.08
Cl 4.5187 -1.2609 5.0974 0.145 -0.495 -0.441 0.79
C 3.3408 -1.9047 4.0279 -0.387 0.772 1.538 -0.62
C 2.0395 -1.9609 4.5287 -1.558 0.121 -0.089 -0.08
C 0.9523 -2.1497 3.6733 -0.023 -0.462 0.712 0.04
C 1.1205 -2.2785 2.2627 -0.904 -0.176 -2.252 -0.20
O 0.0441 -2.4000 1.4911 2.947 0.878 3.394 -0.18
C 2.5578 -2.3268 1.8142 -1.841 0.083 0.499 -0.06
C 3.0104 -2.4985 0.4550 -0.258 -0.305 -2.723 -0.16
O 2.3594 -2.4496 -0.5877 0.785 0.417 1.761 0.00
C 3.5892 -2.2130 2.7062 0.427 -0.484 -0.792 -0.03
H 1.8675 -1.7822 5.6022 0.113 -0.162 -0.671 0.13
H -0.0812 -2.2632 4.0360 0.620 0.322 -0.027 0.15
H 4.0900 -2.7162 0.3798 -0.003 0.100 0.009 0.14
H 4.5992 -2.4273 2.3503 -0.174 0.532 0.163 0.14
C -3.4817 -3.1552 -5.3313 -0.392 -0.306 0.758 -0.05
C -3.3837 -3.7949 -4.0532 1.069 1.553 -0.219 -0.04
C -2.3955 -3.3915 -3.1397 -1.295 -1.044 -0.425 -0.05
C -1.4223 -2.4484 -3.4803 -0.189 0.673 0.151 -0.20
C -0.4435 -1.9389 -2.5434 -0.840 -0.379 0.230 -0.29
C 0.5323 -1.0624 -2.9805 -0.030 -0.205 0.163 -0.13
C 0.4591 -0.5325 -4.2942 0.221 -0.005 -0.226 -0.08
C -0.5226 -0.9467 -5.1520 0.247 0.717 -0.703 -0.03
C -1.5156 -1.8722 -4.7781 1.132 0.033 1.087 -0.19
C -2.5520 -2.1820 -5.6365 -1.408 -1.057 -0.805 -0.05
H -4.3421 -3.3925 -6.0080 1.047 0.248 0.663 0.12
H -4.1367 -4.4824 -3.7484 -0.351 -0.539 0.176 0.09
H -2.4249 -3.8231 -2.1381 0.144 0.135 -0.236 0.08
H 1.3822 -0.8205 -2.3308 -0.473 0.221 -0.170 0.08
H 1.1817 0.2201 -4.6148 -0.079 -0.347 0.048 0.11
H -0.5765 -0.5969 -6.1930 0.176 0.164 0.574 0.12
H -2.6603 -1.6593 -6.5723 0.229 0.157 -0.213 0.11
C -2.5993 -0.3146 1.4989 1.050 0.220 0.262 -0.19
Si -2.4533 -0.9917 -0.2263 -2.015 -0.824 -0.571 0.49
C -2.6692 0.2296 -1.6060 -0.104 -0.215 -0.705 -0.20
C -4.0802 -2.0396 -0.3460 1.152 0.039 0.228 -0.29
C -5.2290 -1.3043 -0.5814 -1.585 -0.306 -0.145 -0.09
C -6.5132 -1.9096 -0.4325 0.977 1.303 -0.454 -0.08
C -6.5880 -3.2205 -0.0631 -1.054 -1.576 -0.196 -0.11
C -5.4433 -4.0098 0.0912 0.339 0.554 0.448 -0.08
C -4.1904 -3.3975 -0.0063 -1.035 0.196 0.151 -0.12
H -3.1330 0.6418 1.5290 0.167 -0.081 -0.154 0.04
H -1.5703 -0.1585 1.9013 -0.853 -0.038 0.158 0.02
H -3.1910 -1.0415 2.0618 0.359 0.046 0.218 0.04
H -3.2772 1.0681 -1.2854 -0.043 0.272 0.061 0.04
H -3.1576 -0.2530 -2.4808 0.279 0.178 0.577 0.06
H -1.7002 0.5625 -1.9376 0.348 0.476 -0.191 -0.01
H -5.1965 -0.2565 -0.8937 0.102 -0.331 0.164 0.10
H -7.4315 -1.3492 -0.6464 0.481 -0.124 0.214 0.11
H -7.5894 -3.6971 0.0355 0.873 0.387 -0.017 0.12
H -5.5489 -5.0532 0.3850 0.114 0.199 -0.139 0.10
H -3.3136 -3.9535 0.2710 0.322 -0.269 -0.181 0.06
C -1.6578 5.4672 -1.0852 -0.162 -1.117 -0.335 -0.02
O -2.1106 4.7705 0.1154 0.908 -0.288 -0.313 -0.03
C -1.3108 3.8741 0.7577 -0.103 0.621 0.765 -0.53
O -1.8012 3.0517 1.4946 0.326 0.492 -0.641 0.09
C 0.2053 3.9110 0.5545 -0.809 0.248 -1.291 -0.28
C 1.0650 4.9235 0.7605 -0.916 -0.315 1.410 -0.31
As 2.9512 5.0214 0.1978 1.012 0.201 -0.019 1.34
C 3.9406 5.4855 1.8641 -1.112 -0.232 0.583 -0.24
C 3.3504 3.1070 0.4000 2.253 1.485 -1.497 -0.35
C 2.3356 2.4829 1.0351 -0.101 -2.856 3.357 -0.39
As 0.8041 2.1170 0.0426 -1.295 -1.273 -1.365 1.34
C 1.4582 2.3291 -1.8536 -0.276 -0.846 0.628 -0.25
C 2.3641 2.0993 2.5116 -0.589 0.261 -0.583 -0.44
O 3.1857 2.4876 3.3203 -0.612 -0.376 -0.895 0.09
O 1.2737 1.2962 2.8562 0.898 0.880 0.355 -0.13
C 1.0371 1.3279 4.3025 0.733 -0.086 -0.782 -0.02
C 4.4700 2.4668 -0.3050 -0.011 -0.653 0.155 -0.49
O 4.5137 1.2538 -0.5467 -0.010 1.772 0.342 0.06
O 5.4625 3.3500 -0.6348 -1.326 -1.009 -0.074 -0.07
C 6.4692 2.6909 -1.4056 0.625 0.362 0.132 -0.05
C 0.6281 6.0137 1.6800 -0.113 2.288 1.377 -0.45
O 1.2832 7.0358 1.9161 -1.048 -1.969 -0.803 0.05
O -0.5427 5.7559 2.3664 1.601 0.694 -0.409 -0.06
C -0.8563 6.7568 3.3911 0.127 -0.064 -0.996 0.00
H -2.5895 5.7094 -1.5975 0.166 0.170 0.091 0.10
H -1.0947 4.7778 -1.7589 -0.247 0.476 0.604 0.10
H -1.0766 6.3704 -0.9033 -0.022 -0.120 0.342 0.09
H 3.3979 6.3840 2.2225 0.687 -0.568 0.089 0.02
H 4.9977 5.6683 1.6839 -0.148 0.104 -0.344 0.03
H 3.8452 4.6102 2.5492 -0.005 0.901 -0.318 0.03
H 1.7343 3.3398 -1.9972 0.158 1.148 -0.417 -0.01
H 0.6188 2.0441 -2.5262 0.750 0.063 0.432 0.02
H 2.3808 1.7274 -1.9904 -0.808 0.013 0.034 0.03
H 0.4425 0.4700 4.5844 -0.356 0.034 -0.270 0.07
H 0.5682 2.2755 4.5483 -0.128 -0.042 0.137 0.10
H 2.0112 1.2465 4.7728 -0.024 0.115 0.348 0.08
H 7.2169 3.4442 -1.6544 -0.203 -0.075 -0.055 0.10
H 6.0486 2.2160 -2.2850 -0.042 0.092 -0.149 0.10
H 6.9059 1.9325 -0.7772 0.350 -0.353 0.031 0.09
H -1.8544 6.5092 3.6805 -0.617 -0.053 0.157 0.09
H -0.8018 7.7696 2.9690 0.022 -0.408 0.183 0.10
H -0.2015 6.6589 4.2462 0.338 -0.034 -0.001 0.10
Br 1.1796 -8.5756 0.4723 0.585 0.206 -0.116 0.82
C 0.9606 -6.7292 0.1651 -0.940 -0.026 0.169 -0.67
C -0.1985 -6.1917 0.7546 -0.009 -1.972 0.535 -0.11
C -0.5097 -4.9001 0.5029 -0.543 1.477 0.067 -0.13
N 0.1870 -4.1427 -0.3881 0.206 -3.053 -0.872 -0.12
C 1.2019 -4.7226 -1.0945 -0.406 0.330 0.791 -0.08
C 1.7165 -5.9676 -0.7120 0.356 -0.292 -0.730 -0.06
H -0.8470 -6.8857 1.3647 0.793 1.220 -0.627 0.13
H -1.3655 -4.3946 1.0122 0.894 -0.535 -0.557 0.12
H 1.6144 -4.1634 -1.9492 -0.216 -0.247 0.755 0.13
H 2.6449 -6.3611 -1.1827 -1.006 0.288 0.283 0.13
```
Positions in Å, forces in eV/Å.

=====

Molecular formula: C38H41ClCsN4O4Sb
Method: DFT, the ωB97M-V functional and the def2-TZVPD basis

The total energy comes out at -73831.935 eV. As for the spin multiplicity: 1. As for the total charge: -2. For the molecular weight, the calculation gives 907.9 g/mol. The relative energy (zero: lowest compared OMol25 entry of this formula, charge and spin) comes out at 49.5 kJ/mol. The calculation puts the orbital gap at 6.1 eV. The highest occupied orbital energy is -2.240 eV.

Structure (XYZ):
```
90
Properties=species:S:1:pos:R:3:forces:R:3:lowdin_charge:R:1
Cs 1.1795 -0.0863 1.0955 -0.139 -0.037 0.028 1.04
O 2.1928 2.2934 -0.0028 0.213 0.340 -0.288 -0.29
C 3.2491 1.9232 -0.6094 -0.313 -0.294 0.092 -0.51
C 4.5246 1.8850 0.0370 0.142 -0.007 -0.091 -0.04
C 5.6399 1.3722 -0.5882 -0.053 0.020 0.020 -0.13
C 5.5787 0.8666 -1.8922 -0.007 0.013 0.002 -0.14
C 4.3544 0.8715 -2.5418 0.033 -0.002 -0.014 -0.09
C 3.2028 1.3770 -1.9427 0.021 0.065 0.040 -0.17
C 1.9194 1.4565 -2.6660 0.075 -0.115 -0.045 -0.13
N 1.3411 0.5857 -3.3999 0.003 0.062 0.026 0.03
C 1.8735 -0.7637 -3.4910 -0.048 -0.039 -0.069 -0.24
C 0.7556 -1.7785 -3.7417 -0.001 0.051 0.009 -0.23
N -0.2539 -1.6838 -2.6983 0.118 -0.020 0.070 0.06
C -0.3056 -2.5538 -1.7720 -0.096 0.132 -0.225 -0.13
C 0.4602 -3.8092 -1.5962 0.012 0.023 0.047 -0.17
C 0.4393 -4.8577 -2.5006 0.054 -0.081 0.028 -0.09
C 1.1146 -6.0471 -2.2360 -0.031 0.037 -0.010 -0.15
C 1.8111 -6.1598 -1.0323 0.001 0.058 0.025 -0.14
C 1.8440 -5.1279 -0.1117 0.024 -0.078 -0.010 -0.04
C 1.1704 -3.8984 -0.3546 -0.188 0.107 -0.148 -0.45
O 1.1627 -2.9009 0.4435 0.137 -0.171 0.233 -0.32
H 4.5669 2.2448 1.0588 0.024 0.047 -0.009 0.10
H 6.5845 1.3438 -0.0526 -0.006 0.016 0.012 0.09
H 6.4617 0.4669 -2.3749 -0.007 -0.002 -0.006 0.07
H 4.2910 0.4823 -3.5528 -0.010 0.001 0.006 0.10
H 1.3887 2.4037 -2.5592 -0.001 0.012 0.060 0.11
H 2.5664 -0.8331 -4.3386 0.017 0.000 0.028 0.11
H 2.4292 -1.0556 -2.5918 0.002 0.043 0.019 0.12
H 0.2756 -1.5319 -4.6939 -0.019 -0.014 0.014 0.10
H 1.2158 -2.7675 -3.8283 -0.018 -0.018 0.011 0.09
H -1.0132 -2.3209 -0.9699 0.018 -0.095 0.037 0.10
H -0.1262 -4.7536 -3.4222 -0.006 0.021 0.004 0.10
H 1.0916 -6.8671 -2.9431 -0.002 0.003 -0.003 0.07
H 2.3413 -7.0817 -0.8117 0.005 0.002 0.013 0.08
H 2.3964 -5.2324 0.8163 -0.009 0.020 0.005 0.10
Cl 2.8552 4.8250 6.7055 -0.003 -0.040 -0.015 0.56
C 2.3759 3.3307 5.9083 0.068 -0.023 0.022 -0.69
C 3.2713 2.2458 5.8709 -0.054 0.069 0.010 -0.13
C 2.9060 1.0859 5.2568 0.037 -0.086 -0.035 -0.02
C 1.6230 0.8937 4.6090 0.051 0.054 0.077 -0.43
O 1.3578 -0.1843 4.0301 -0.085 -0.064 -0.002 -0.19
C 0.7308 2.0288 4.6914 0.056 0.025 0.043 -0.13
C -0.6249 2.0526 4.1762 -0.033 0.061 0.093 -0.25
O -1.2617 1.1856 3.6065 0.155 -0.086 -0.030 -0.02
C 1.1462 3.2123 5.3317 -0.102 0.034 -0.001 -0.10
H 4.2487 2.3446 6.3284 0.000 0.003 0.004 0.09
H 3.5899 0.2462 5.2142 -0.005 0.004 -0.002 0.10
H -1.1216 3.0302 4.3812 -0.041 0.006 -0.053 0.11
H 0.4576 4.0507 5.3656 -0.004 -0.009 -0.005 0.10
N -1.4011 1.2821 -2.3524 -0.217 -0.233 0.122 0.14
C -2.7626 1.1565 -2.3823 0.171 0.039 -0.060 -0.25
C -3.5104 1.3048 -3.5357 0.018 0.002 -0.055 -0.05
C -4.9133 1.2248 -3.5144 0.015 0.005 0.035 -0.12
C -5.5992 1.0038 -2.3523 -0.075 -0.007 -0.019 -0.09
C -4.8759 0.8469 -1.1455 0.110 0.021 0.021 -0.17
C -5.4974 0.6238 0.1048 -0.058 0.007 -0.065 -0.04
C -4.7369 0.5000 1.2274 0.019 -0.026 0.082 -0.06
C -3.3300 0.5772 1.1172 0.036 0.052 -0.124 -0.13
N -2.7186 0.7669 -0.0252 0.006 0.004 0.021 0.14
C -3.4646 0.9164 -1.1491 -0.044 -0.035 -0.001 -0.16
H -0.8902 1.0472 -3.1947 0.017 0.022 -0.033 0.06
H -0.9826 0.7954 -1.5691 -0.024 0.231 0.008 0.06
H -2.9954 1.4829 -4.4724 0.005 -0.007 0.005 0.10
H -5.4576 1.3413 -4.4450 0.011 0.002 -0.004 0.09
H -6.6814 0.9438 -2.3355 0.008 0.000 -0.006 0.09
H -6.5801 0.5607 0.1478 0.007 0.001 0.012 0.11
H -5.1848 0.3393 2.1999 0.003 -0.004 -0.002 0.10
H -2.7046 0.5023 1.9972 0.038 -0.059 0.070 0.07
C -3.2070 -3.9521 4.6341 0.038 0.091 0.015 -0.21
C -2.5448 -2.6311 4.2487 0.056 -0.108 0.057 -0.45
Sb -1.1302 -2.6053 2.5813 -0.035 0.012 -0.157 1.39
C 0.5990 -3.4388 3.5727 -0.110 -0.069 0.090 -0.42
C 0.3580 -4.2018 4.8725 0.044 0.037 -0.083 -0.19
C -1.8309 -4.3974 1.5665 0.072 -0.023 0.082 -0.43
C -1.3673 -5.7461 2.1120 -0.039 0.054 -0.078 -0.19
H -3.9459 -3.8151 5.4320 -0.018 -0.018 -0.004 0.05
H -2.4700 -4.6717 4.9922 -0.023 -0.015 0.002 0.04
H -3.7212 -4.4067 3.7851 -0.008 -0.014 -0.008 0.05
H -1.9999 -2.2114 5.0985 -0.004 0.024 -0.006 0.04
H -3.2995 -1.8867 3.9840 -0.026 -0.005 -0.015 0.02
H 1.2486 -2.5805 3.7445 0.005 0.009 0.016 0.02
H 1.0754 -4.0594 2.8134 0.022 0.013 0.004 0.02
H -0.1418 -3.5762 5.6150 -0.008 -0.011 0.014 0.06
H 1.3031 -4.5348 5.3148 0.005 0.006 0.006 0.06
H -0.2586 -5.0883 4.7126 0.019 -0.002 0.021 0.04
H -1.4821 -4.2829 0.5379 -0.002 0.007 -0.001 0.02
H -2.9222 -4.3316 1.5390 -0.023 -0.019 0.000 0.03
H -0.2777 -5.8025 2.1159 0.000 -0.019 0.013 0.05
H -1.7292 -6.5709 1.4890 0.011 -0.008 0.000 0.06
H -1.7198 -5.9190 3.1300 -0.005 -0.003 0.006 0.04
```
Positions in Å, forces in eV/Å.

=====

Molecular formula: C15H23BI2O5
Method: DFT, the ωB97M-V functional and the def2-TZVPD basis

The total energy comes out at -43044.480 eV. As for the spin multiplicity: 1. As for the total charge: 0. For the molecular weight, the calculation gives 548.0 g/mol. The calculation puts the orbital gap at 8.8 eV. The structure (SMILES) is CCC[C@H](C)[C@]1(CC=O)[C@@H](B(O)OC)OC(=O)[C@H]1/C(I)=C(/C)I. The highest occupied orbital energy is -8.934 eV.

Structure (XYZ):
```
46
Properties=species:S:1:pos:R:3:forces:R:3:lowdin_charge:R:1
C 4.1138 -1.0733 -0.4616 -0.135 0.025 0.270 -0.10
C 3.0329 -0.6115 0.5168 0.393 0.356 -0.140 -0.26
C 2.0385 0.3075 -0.1893 0.142 0.015 0.144 -0.16
C 0.8151 0.8053 0.6277 -0.099 -0.127 -0.102 -0.26
C 0.7677 0.2431 2.0477 -0.072 -0.082 0.036 -0.04
C -0.4933 0.6156 -0.1945 0.570 0.214 0.037 -0.30
C -0.3537 1.5360 -1.4371 -0.202 -0.093 -0.278 -0.10
C -1.5563 1.7493 -2.3461 -0.389 0.229 0.073 -0.25
O -2.5247 2.4038 -2.0559 0.151 -0.063 -0.005 0.08
C -1.7345 0.9882 0.6194 0.043 -0.157 0.368 -0.12
B -1.9069 2.4981 1.1505 -0.033 0.192 -0.018 -0.57
O -1.6714 3.6145 0.4001 -0.131 -0.446 -0.202 0.19
O -2.1962 2.6540 2.4868 -0.757 0.164 -0.417 0.04
C -3.3028 1.9072 3.0007 0.273 -0.322 0.359 -0.05
O -2.8374 0.3829 -0.1069 -0.122 0.304 0.099 0.07
C -2.3918 -0.7650 -0.6435 -0.066 -0.503 -0.198 -0.45
O -3.1044 -1.5750 -1.1618 0.066 0.223 -0.010 0.14
C -0.8751 -0.8759 -0.4349 -0.549 0.830 -0.358 -0.23
C -0.2315 -1.8048 -1.4084 0.448 -0.655 0.507 -0.68
I -0.1746 -1.3221 -3.4503 -0.080 -0.007 0.038 1.10
C 0.2776 -3.0019 -1.0920 -0.092 0.285 -0.191 -0.77
C 0.9041 -3.9806 -2.0469 -0.128 0.078 0.165 -0.23
I 0.2366 -3.7327 0.8832 -0.030 0.030 0.063 0.99
H 4.9785 -1.4665 0.0708 0.001 -0.157 -0.015 0.07
H 4.4639 -0.2294 -1.0560 -0.002 -0.023 -0.147 0.07
H 3.7246 -1.8484 -1.1211 0.064 0.011 -0.164 0.07
H 2.5549 -1.4726 0.9787 -0.083 -0.045 0.035 0.07
H 3.5308 -0.0393 1.3029 -0.095 -0.096 0.192 0.11
H 2.6091 1.1800 -0.5133 -0.004 0.031 -0.137 0.12
H 1.7237 -0.1904 -1.1072 -0.112 -0.050 -0.005 0.08
H 0.9241 1.8878 0.7412 -0.030 0.064 0.000 0.14
H -0.0500 0.6635 2.6298 -0.040 0.077 0.009 0.08
H 1.6779 0.4950 2.5881 0.099 -0.023 -0.056 0.09
H 0.6693 -0.8415 2.0642 -0.011 -0.073 0.041 0.04
H -0.0923 2.5306 -1.0765 -0.070 0.049 0.130 0.13
H 0.4669 1.2081 -2.0709 0.059 -0.126 0.059 0.07
H -1.5062 1.3106 -3.3533 0.165 -0.075 -0.093 0.06
H -1.7054 0.4118 1.5486 0.183 -0.087 0.023 0.13
H -2.3808 4.2560 0.5161 0.368 0.326 0.232 0.13
H -2.9674 1.2445 3.7985 0.063 0.004 0.042 0.10
H -4.0312 2.5973 3.4184 -0.020 0.103 -0.048 0.09
H -3.7896 1.3009 2.2366 -0.020 0.018 -0.084 0.09
H -0.8014 -1.2999 0.5672 0.141 -0.312 -0.023 0.07
H 0.1873 -4.2448 -2.8239 0.038 -0.007 -0.098 0.06
H 1.2009 -4.8861 -1.5307 0.077 -0.062 -0.031 0.04
H 1.7808 -3.5299 -2.5120 0.029 -0.036 -0.102 0.06
```
Positions in Å, forces in eV/Å.